A 12-piece molecular cluster, C44H76N12O8 overall in a non-equilibrium geometry, computed with ωB97M-V/def2-TZVPD.

Structure (XYZ):
```
140
Properties=species:S:1:pos:R:3:forces:R:3
C -6.44962 -6.70725 16.67767 0.369 -0.550 0.302
N -7.61467 -6.72325 17.56116 0.557 -0.324 -1.698
C -8.88494 -6.67506 17.10994 -0.748 1.310 0.189
C -9.25990 -6.79638 15.63770 1.306 -0.898 -0.257
O -9.77920 -6.34961 17.88476 -0.610 -0.432 0.550
H -5.56153 -6.48629 17.26979 -0.171 0.201 0.120
H -6.49396 -5.98963 15.85842 -0.298 0.145 0.157
H -6.24411 -7.68580 16.24371 -0.171 -0.147 -0.125
H -7.43125 -6.62775 18.54976 -0.169 0.299 0.191
H -10.15601 -7.39050 15.45856 -0.233 0.355 0.543
H -8.49386 -7.34189 15.08661 0.236 0.139 -0.132
H -9.35188 -5.81261 15.17745 -0.111 0.051 0.192
C -4.35561 -6.69610 22.11435 0.352 0.250 -0.458
N -5.72975 -6.33865 22.28643 -1.720 -0.014 1.043
C -6.64237 -6.06385 21.30885 1.011 -0.444 -0.700
C -8.01091 -5.62446 21.60934 -1.301 0.361 1.321
O -6.35541 -6.18738 20.12949 0.850 -0.107 -0.667
H -3.83416 -5.77751 21.84533 0.498 -0.281 -0.177
H -4.21493 -7.46750 21.35722 0.015 0.120 -0.070
H -3.97719 -7.06001 23.06959 0.018 0.043 -0.116
H -6.05374 -6.45480 23.23598 -0.350 0.335 -0.294
H -8.25373 -4.63592 21.21956 0.549 0.140 -0.140
H -8.22090 -5.58652 22.67825 -0.168 -0.153 0.067
H -8.73856 -6.26390 21.10960 0.162 -0.304 0.131
C -11.27225 -8.98649 19.98828 -0.144 -0.784 -0.661
N -12.33043 -9.66655 19.21676 0.089 0.694 -0.131
C -13.41370 -10.26085 19.75407 0.963 -1.065 3.589
C -14.37629 -10.89743 18.81780 -0.457 0.191 -0.608
O -13.53864 -10.36869 21.00820 -0.026 0.375 -2.524
H -11.10477 -9.46883 20.95129 -0.362 0.138 -0.133
H -11.45404 -7.91892 20.11219 -0.199 -0.090 0.104
H -10.36885 -9.10972 19.39097 0.132 0.210 0.075
H -12.37975 -9.47233 18.22684 0.128 -0.047 -0.003
H -14.54332 -11.96822 18.93438 0.294 0.090 0.641
H -14.08512 -10.77174 17.77496 -0.283 0.382 -0.004
H -15.30858 -10.38955 19.06473 -0.261 -0.141 -0.466
C -13.24037 -5.44906 24.64315 0.322 0.382 -0.510
N -12.99776 -5.21432 26.08099 -0.705 -1.143 -0.537
C -12.87797 -4.01575 26.70982 0.396 0.828 -1.527
C -12.64436 -4.01756 28.21058 -0.255 0.721 -0.846
O -12.89139 -2.94946 26.07060 0.064 -1.294 0.802
H -12.34777 -5.28573 24.03926 0.117 0.380 0.178
H -14.03827 -4.86934 24.17908 -0.040 0.429 0.551
H -13.49687 -6.47459 24.37745 0.003 -0.233 0.876
H -13.16018 -6.04697 26.62910 0.239 0.338 0.238
H -11.64739 -3.61247 28.38398 0.120 -0.314 0.006
H -12.80103 -4.96780 28.72105 -0.088 0.233 -0.007
H -13.30534 -3.19981 28.49778 -0.190 -0.352 0.694
C -16.80027 -8.78150 16.90027 0.492 -0.496 0.140
N -15.83523 -7.75928 17.25834 -0.964 0.356 0.194
C -14.55343 -7.85571 16.91791 -0.122 0.661 -1.200
C -13.68952 -6.69537 17.24148 0.871 1.379 1.473
O -14.13702 -8.77429 16.24755 0.927 -1.474 -0.510
H -16.78158 -9.53922 17.68360 -0.441 -0.162 -0.060
H -16.48452 -9.28175 15.98477 0.118 0.132 0.009
H -17.81558 -8.41948 16.73846 0.186 0.346 0.277
H -16.09224 -6.94121 17.79201 -0.283 -0.043 0.051
H -14.14033 -5.70798 17.14191 -0.378 -0.120 -0.560
H -12.69588 -6.66815 16.79422 -0.243 -0.472 -0.356
H -13.49610 -6.65546 18.31344 0.087 -0.392 0.337
C -17.06136 -3.89636 20.94684 0.337 -0.099 -0.172
N -16.86186 -3.47701 19.54835 -0.177 1.361 2.524
C -16.49500 -4.27985 18.57589 0.830 0.495 -1.235
C -16.35669 -3.63158 17.25739 0.761 0.975 -2.361
O -16.20647 -5.43695 18.71647 -0.092 -1.828 0.714
H -16.41932 -3.40450 21.67756 -0.046 0.844 -0.348
H -16.71537 -4.91550 21.11931 -0.680 -0.277 -0.627
H -18.11130 -3.71416 21.17599 0.145 -0.394 0.370
H -16.72333 -2.48783 19.39862 -0.379 -0.159 -0.094
H -15.41924 -3.10231 17.08662 0.525 0.218 0.936
H -17.06753 -2.86035 16.96076 -0.514 -0.317 0.306
H -16.21560 -4.32955 16.43214 -0.756 -0.491 0.240
C -13.04722 0.20046 19.47308 1.420 1.712 1.779
N -13.57696 -0.17210 18.24927 -2.114 -1.683 -1.634
C -13.10803 0.22957 17.03896 -0.633 0.542 -0.906
C -13.88373 -0.26113 15.81684 -0.656 -0.564 0.470
O -12.20765 1.02424 16.91316 0.901 0.063 0.241
H -13.07185 1.28678 19.55915 0.445 0.283 0.053
H -12.01037 -0.12597 19.55360 -0.084 0.069 0.363
H -13.61716 -0.10841 20.34937 -0.043 -0.558 -0.360
H -14.52180 -0.52826 18.27249 0.240 -0.113 -0.322
H -13.76525 0.38006 14.94338 0.175 0.017 0.329
H -14.93808 -0.33239 16.08396 -0.292 0.382 -0.075
H -13.68794 -1.29478 15.53162 0.653 -0.021 0.028
C -10.46772 -1.86788 23.08089 0.020 -0.512 -0.819
N -9.91234 -0.57838 23.41972 -0.467 -1.504 1.062
C -9.98438 0.47211 22.62018 -0.807 1.917 -3.158
C -9.34232 1.74765 23.13492 0.185 -0.325 -0.072
O -10.45612 0.48253 21.43702 0.963 -0.647 3.007
H -9.70371 -2.64422 23.03981 0.258 0.052 0.099
H -10.85807 -1.79147 22.06606 -0.255 -0.017 0.164
H -11.22619 -2.21722 23.78145 -0.163 0.316 0.008
H -9.73613 -0.47953 24.40930 0.292 0.541 -0.308
H -8.79738 1.60555 24.06817 -0.042 -0.004 0.032
H -10.05120 2.56736 23.25180 -0.068 -0.175 -0.152
H -8.62983 1.99834 22.34903 0.013 0.291 0.124
C -11.57350 -3.62687 15.24637 1.653 0.833 -0.555
C -11.61715 -4.41327 14.10459 0.247 0.048 -0.817
C -10.67649 -4.21829 13.05287 -0.179 0.392 1.185
N -9.62321 -3.36976 13.12548 -1.263 -1.180 0.477
C -9.58191 -2.68414 14.26419 0.118 1.166 0.518
C -10.53623 -2.67499 15.27597 -0.966 -0.992 -0.096
H -12.17395 -3.70625 16.14055 -0.566 -0.257 -0.313
H -12.39112 -5.15316 13.96345 -0.015 -0.164 0.012
H -10.78592 -4.80533 12.15297 0.090 0.002 -0.145
H -8.74566 -2.02050 14.42749 0.275 0.138 -0.338
H -10.53906 -1.95444 16.08045 0.575 0.017 0.124
C -9.55240 -1.92986 18.89102 -0.129 0.652 -0.560
C -8.72420 -2.95012 18.43191 -0.734 -0.079 0.858
C -7.66249 -2.61064 17.63573 0.317 1.174 -0.079
N -7.45406 -1.34117 17.26802 0.666 0.222 -1.325
C -8.32835 -0.38410 17.54212 -0.371 -0.906 0.884
C -9.40036 -0.63729 18.38191 0.177 -0.251 0.785
H -10.32913 -2.13735 19.61215 -0.046 -0.010 0.041
H -8.91731 -3.95065 18.78976 0.217 -0.284 -0.180
H -6.88417 -3.29276 17.32698 -0.094 -0.325 0.011
H -8.19697 0.63808 17.21917 0.504 -0.032 -0.387
H -9.95193 0.21431 18.75199 -0.423 -0.158 -0.039
C -9.53125 -7.85619 25.65187 -0.220 1.137 -0.578
C -10.18328 -6.97080 24.74937 0.474 -0.439 0.356
C -10.61229 -7.47777 23.54412 -0.077 -2.800 -1.018
N -10.41718 -8.79074 23.16293 0.029 0.634 1.758
C -9.86487 -9.59454 24.08734 0.062 0.452 -2.204
C -9.38024 -9.16496 25.28966 0.152 -0.370 0.652
H -9.08200 -7.55868 26.58785 -0.195 0.470 0.064
H -10.31532 -5.90905 24.89649 0.039 0.024 0.511
H -11.19410 -7.01266 22.76210 0.202 1.073 0.276
H -9.64711 -10.59974 23.75788 -0.264 -0.268 -0.009
H -8.85198 -9.88543 25.89651 -0.029 0.092 0.297
C -12.78092 -3.28030 19.26254 0.486 -0.978 -1.425
C -11.86260 -4.29468 19.02951 -0.019 -0.201 0.345
C -11.42091 -5.05993 20.10231 -1.068 -1.083 0.061
N -11.89234 -4.93353 21.33740 -1.146 2.354 0.777
C -12.75618 -3.88290 21.54121 0.418 -0.081 -0.579
C -13.25411 -3.04828 20.52831 0.655 -0.574 0.430
H -13.12046 -2.78525 18.36474 -0.264 0.541 0.200
H -11.55583 -4.57945 18.03393 0.250 0.147 0.004
H -10.88647 -5.99005 19.97715 0.633 0.345 -0.518
H -13.05372 -3.63033 22.54823 0.009 -0.472 0.274
H -13.94772 -2.23390 20.67695 -0.054 -0.132 0.492
```
Forces are in eV/Å.

Gap between HOMO and LUMO = 8.71 eV
E = -81123.2712 eV
SMILES = CNC(C)=O.CNC(C)=O.CNC(C)=O.CNC(C)=O.CNC(C)=O.CNC(C)=O.CNC(C)=O.CNC(C)=O.c1ccncc1.c1ccncc1.c1ccncc1.c1ccncc1
Charge = 0

These are the Löwdin partial charges, in e, on atoms 1 to 99:
1. C -0.0818
2. N 0.0402
3. C -0.5131
4. C 0.0154
5. O -0.0111
6. H 0.0806
7. H 0.0822
8. H 0.0770
9. H 0.0854
10. H 0.0855
11. H 0.0676
12. H 0.0697
13. C -0.0793
14. N 0.0004
15. C -0.5240
16. C 0.0070
17. O 0.0268
18. H 0.0897
19. H 0.0878
20. H 0.0861
21. H 0.1311
22. H 0.0833
23. H 0.0697
24. H 0.0834
25. C -0.0486
26. N 0.0247
27. C -0.5333
28. C -0.0087
29. O -0.0204
30. H 0.0527
31. H 0.0534
32. H 0.0803
33. H 0.1156
34. H 0.0889
35. H 0.0679
36. H 0.0743
37. C -0.0761
38. N 0.0249
39. C -0.5391
40. C -0.0015
41. O 0.0014
42. H 0.0382
43. H 0.0739
44. H 0.0924
45. H 0.1284
46. H 0.0841
47. H 0.0765
48. H 0.0850
49. C -0.0569
50. N 0.0280
51. C -0.5937
52. C 0.0011
53. O 0.0228
54. H 0.0630
55. H 0.0836
56. H 0.0816
57. H 0.0740
58. H 0.0608
59. H 0.0785
60. H 0.0815
61. C -0.0416
62. N 0.0301
63. C -0.5879
64. C 0.0010
65. O 0.0536
66. H 0.0730
67. H 0.0870
68. H 0.0847
69. H 0.1364
70. H 0.0648
71. H 0.0876
72. H 0.0917
73. C -0.1121
74. N -0.0183
75. C -0.5404
76. C 0.0049
77. O 0.0665
78. H 0.0984
79. H 0.0607
80. H 0.0832
81. H 0.1242
82. H 0.0879
83. H 0.0648
84. H 0.0609
85. C -0.0562
86. N 0.0213
87. C -0.5092
88. C -0.0033
89. O -0.0185
90. H 0.0799
91. H 0.0632
92. H 0.0760
93. H 0.1432
94. H 0.0704
95. H 0.0841
96. H 0.0872
97. C -0.0786
98. C -0.0808
99. C -0.1391